# 1
Density functional theory data (ωB97M-V with the def2-TZVPD basis set) for a cluster of 14 separate species, C16H60N10O14 in total in a non-equilibrium geometry.

Results
F_max = 0.162 hartree/bohr
total charge = 0
M = 616.71 g/mol
energy relative to the best compared isomer or geometry (same formula, charge and spin) = 182.6 kcal per mole
E_tot = -2246.33338 Eh

XYZ file:
```
100
Properties=species:S:1:pos:R:3:forces:R:3
C 2.328 3.563 1.075 -0.88 -1.12 2.36
C 3.072 3.006 -0.082 -0.63 0.58 0.47
O 3.265 1.624 0.216 1.01 -0.01 -0.78
H 2.328 4.618 0.994 -0.54 1.22 0.02
H 2.855 3.316 2.030 0.02 0.21 -0.70
H 1.294 3.138 1.279 1.20 0.57 -0.87
H 4.011 3.581 -0.124 0.00 -0.58 -0.32
H 2.473 3.203 -0.988 0.44 -0.50 0.01
H 4.061 1.347 -0.254 -0.13 -0.16 0.08
C -0.039 -3.202 2.645 -1.31 0.66 -1.16
C 1.024 -3.929 3.369 -0.39 -1.39 1.51
O 0.590 -5.326 3.471 0.24 0.23 0.33
H -0.295 -3.584 1.659 1.05 -0.17 -0.40
H -0.034 -2.131 2.557 1.03 0.45 0.02
H -1.020 -3.303 3.046 -0.63 -0.49 1.50
H 1.273 -3.523 4.408 -0.98 -0.74 -1.03
H 1.985 -3.985 2.930 0.95 0.39 -1.13
H 0.574 -5.750 2.590 0.16 0.75 0.56
C -1.803 2.044 -2.790 5.42 -4.44 -1.62
O -0.850 1.149 -3.109 -4.52 3.46 1.18
N -2.693 2.479 -3.653 -0.28 -0.06 -2.03
N -1.909 2.510 -1.557 -1.36 3.46 1.64
H -2.584 2.227 -4.629 -0.06 0.08 0.43
H -3.382 3.137 -3.392 -0.65 0.49 0.09
H -1.432 2.125 -0.744 1.50 -0.35 -0.07
H -2.423 3.420 -1.366 0.80 -1.78 -0.46
C 0.189 0.029 0.273 -2.74 5.41 -1.40
O -0.064 1.362 0.118 0.43 -5.56 0.74
N -0.662 -0.972 0.196 -4.37 0.39 -0.46
N 1.394 -0.422 0.432 3.34 -0.38 0.80
H -1.658 -0.755 -0.107 1.81 -0.26 0.63
H -0.404 -1.910 -0.106 0.74 -0.05 0.35
H 2.052 0.308 0.494 1.19 1.33 -0.09
H 1.583 -1.055 1.191 -0.32 -0.63 0.28
C 0.272 5.823 -0.804 2.38 2.85 7.45
O 0.611 6.507 0.304 -1.41 -2.12 -4.43
N -0.133 4.589 -0.673 -0.80 -1.52 3.40
N 0.470 6.249 -2.003 -0.62 1.54 -6.57
H -0.227 4.303 0.358 0.00 0.40 -2.03
H -0.362 3.935 -1.365 0.14 -0.51 -1.08
H 0.784 7.212 -2.304 -0.71 -1.84 1.17
H -0.049 5.670 -2.755 1.55 1.67 1.52
C 1.555 -3.268 -1.573 -3.05 -1.63 6.95
O 0.885 -3.577 -0.391 1.93 0.80 -5.24
N 2.069 -2.128 -1.691 1.07 5.29 1.84
N 1.788 -4.094 -2.523 0.68 -2.40 -2.22
H 1.769 -1.494 -0.888 1.09 -0.29 -1.21
H 2.789 -1.855 -2.339 -0.36 0.02 -0.26
H 1.181 -4.841 -2.499 -0.93 -2.31 -0.33
H 2.237 -3.843 -3.385 -0.11 0.18 0.05
C -3.821 -0.549 -0.785 -4.91 -5.35 3.39
O -4.829 -1.301 -0.241 4.37 4.06 -2.33
N -2.829 -1.129 -1.398 2.19 -3.75 -3.53
N -3.454 0.658 -0.532 -0.22 5.43 0.59
H -2.766 -2.166 -1.319 -0.18 1.34 -1.04
H -2.203 -0.647 -2.088 -0.89 -0.57 1.12
H -4.009 1.237 0.047 -1.08 0.31 0.42
H -2.787 1.287 -1.089 -1.50 -2.07 1.00
C -2.653 -4.034 -0.011 -2.02 -0.86 -0.70
O -2.080 -3.772 -1.295 -0.91 0.69 0.87
H -2.077 -4.628 0.635 1.20 -0.88 0.53
H -3.641 -4.516 -0.117 0.41 -0.24 -0.29
H -2.954 -3.188 0.556 0.35 1.55 0.03
H -1.442 -4.438 -1.472 0.97 -0.68 -0.07
C 2.016 0.850 -2.750 -0.27 -0.90 -1.33
O 2.604 0.851 -4.067 -1.98 -1.16 -0.80
H 1.262 0.103 -2.500 -0.17 0.03 -0.85
H 1.631 1.790 -2.569 -1.22 1.94 0.43
H 2.738 0.712 -2.022 2.08 -0.34 1.10
H 1.847 0.646 -4.709 1.64 0.43 1.40
C -3.284 -0.250 2.726 1.57 1.75 1.89
O -1.965 -0.732 3.009 -1.05 0.50 1.39
H -3.356 0.448 1.882 0.21 -0.27 0.34
H -3.512 0.258 3.695 -0.32 0.01 -0.96
H -3.953 -1.034 2.632 -1.39 -1.59 -0.57
H -1.474 -0.901 2.240 0.70 -0.33 -1.93
C -1.690 3.045 2.228 0.37 -0.76 1.93
O -1.062 4.211 1.790 0.35 0.40 0.63
H -1.058 2.262 2.717 0.07 0.77 -0.59
H -2.141 2.585 1.401 -0.77 -0.67 -1.13
H -2.423 3.301 2.980 -0.62 -0.03 0.08
H -0.951 4.794 2.550 0.29 0.12 -0.35
C 3.675 -2.265 1.536 -1.06 -1.72 3.18
O 2.983 -1.472 2.525 1.13 2.71 -2.93
H 4.432 -2.825 2.084 0.05 -0.42 -0.36
H 4.154 -1.761 0.771 0.71 1.98 -1.12
H 2.922 -2.883 1.097 -0.20 -0.95 -0.52
H 2.698 -1.897 3.290 -0.45 -1.79 1.73
C 0.870 0.574 3.670 1.83 -0.95 0.22
O 2.020 0.310 4.472 -0.89 0.10 1.26
H 1.163 1.150 2.867 0.67 1.78 -1.91
H 0.159 1.139 4.200 -1.00 0.09 0.99
H 0.529 -0.313 3.187 -0.89 -0.82 0.33
H 2.775 0.132 3.929 0.43 -0.02 -0.75
C -0.695 -2.016 -3.683 -2.35 0.36 -0.08
O 0.432 -2.059 -4.446 2.27 -0.19 -1.42
H -1.437 -1.295 -4.119 0.55 -0.59 0.54
H -0.497 -1.788 -2.660 0.27 0.55 0.83
H -1.092 -3.010 -3.684 -1.05 -0.50 0.22
H 0.516 -2.983 -4.700 0.35 0.41 -0.32
```
Positions in Å, forces in eV/Å.

***

# 2
Density functional theory data (ωB97M-V with the def2-TZVPD basis set) for a cluster of 13 separate species, C16H60N3O13 in total in a non-equilibrium geometry.

Results
F_max = 0.095 hartree/bohr
total charge = +1
M = 502.66 g/mol
E_tot = -1787.40418 Eh

XYZ file:
```
92
Properties=species:S:1:pos:R:3:forces:R:3
C 3.373 2.615 0.655 -0.85 0.09 1.05
C 2.383 3.838 0.984 2.26 0.02 0.69
O 1.771 4.432 -0.182 -1.07 -1.74 0.26
C 0.922 3.542 -0.903 0.48 1.78 -1.17
N 0.257 2.470 -0.083 -4.19 2.55 0.12
C -0.887 2.919 0.612 1.07 -3.34 -0.58
N -1.865 1.874 1.000 1.67 1.14 -0.67
N -1.119 4.195 0.982 0.41 0.48 -0.23
H 4.096 2.567 1.535 -0.83 -0.04 -1.25
H 3.951 2.773 -0.301 -0.74 -0.13 1.06
H 2.804 1.625 0.655 0.98 1.27 -0.24
H 3.057 4.648 1.426 -1.18 -0.84 -0.80
H 1.644 3.589 1.820 0.70 0.13 -1.25
H 1.423 3.051 -1.800 -0.29 0.24 1.44
H 0.086 4.187 -1.345 1.20 -0.75 0.61
H -0.049 1.742 -0.749 0.57 -0.41 0.93
H -2.333 1.536 0.145 -0.06 0.04 0.54
H -1.357 1.088 1.432 -0.25 0.17 -0.55
H -0.760 4.571 1.863 -0.15 -0.17 -0.49
H -1.708 4.800 0.399 0.33 -0.40 0.44
C 1.159 -1.584 0.056 -0.46 -0.06 0.13
O 1.935 -0.425 -0.247 -0.06 0.20 -0.02
H 1.766 -2.468 -0.125 -0.01 0.16 0.12
H 0.858 -1.561 1.106 0.01 -0.21 -0.01
H 0.274 -1.614 -0.587 -0.05 -0.14 0.04
H 1.379 0.342 -0.081 0.26 -0.12 0.00
C -2.894 0.938 4.672 -0.12 0.22 -0.24
O -1.469 0.890 4.618 0.35 -0.18 0.07
H -3.221 0.588 5.650 0.13 -0.01 -0.08
H -3.233 1.966 4.523 -0.22 -0.12 0.06
H -3.313 0.290 3.897 -0.20 0.00 0.12
H -1.207 1.203 3.747 0.03 0.01 0.21
C 1.299 -1.032 5.129 -0.28 0.09 0.13
O 0.473 -1.377 6.227 -0.08 -0.07 0.14
H 2.256 -1.542 5.234 -0.11 0.00 0.05
H 0.822 -1.347 4.196 0.18 0.04 -0.14
H 1.464 0.049 5.119 0.14 0.00 -0.17
H -0.365 -0.913 6.108 0.12 -0.02 0.01
C -5.957 4.064 4.247 -0.15 0.12 -0.20
O -4.533 4.020 4.190 0.33 -0.04 0.00
H -6.278 3.713 5.226 0.11 -0.01 -0.10
H -6.301 5.091 4.100 -0.16 -0.07 0.02
H -6.377 3.416 3.474 -0.18 0.04 0.08
H -4.274 4.335 3.318 -0.02 -0.02 0.16
C 2.552 -1.725 -3.467 -0.03 0.14 0.34
O 3.407 -1.673 -2.330 0.20 -0.18 0.27
H 3.103 -2.147 -4.306 -0.06 -0.01 0.12
H 1.687 -2.357 -3.248 -0.05 -0.02 -0.29
H 2.221 -0.716 -3.725 -0.09 -0.10 -0.17
H 2.892 -1.294 -1.604 0.27 0.27 -0.23
C 2.713 -4.979 -5.973 -0.26 -0.09 -0.08
O 1.747 -3.976 -5.688 -0.07 0.19 0.17
H 3.709 -4.556 -5.838 -0.11 0.04 0.03
H 2.584 -5.822 -5.290 0.19 -0.08 -0.07
H 2.602 -5.317 -7.006 0.15 -0.10 0.03
H 0.878 -4.374 -5.815 0.10 0.16 -0.20
C 2.187 0.880 -6.402 0.04 -0.35 -0.10
O 1.302 -0.164 -6.023 -0.11 0.02 -0.01
H 1.820 1.819 -5.988 -0.05 -0.10 -0.01
H 3.188 0.679 -6.009 0.08 0.20 -0.07
H 2.225 0.957 -7.491 0.14 0.20 0.03
H 1.648 -0.983 -6.401 -0.16 -0.01 0.15
C 5.291 -2.663 0.825 -0.09 -0.01 -0.24
O 3.970 -2.840 0.333 -0.07 -0.01 -0.12
H 5.278 -2.765 1.910 -0.07 -0.02 -0.08
H 5.950 -3.424 0.400 0.16 0.08 0.13
H 5.655 -1.667 0.560 0.18 -0.03 0.09
H 4.011 -2.745 -0.631 -0.01 -0.06 0.08
C -0.867 -2.727 -7.615 -0.30 -0.24 0.01
O -0.539 -4.047 -8.038 0.18 -0.25 0.14
H -0.056 -2.055 -7.895 -0.04 -0.13 -0.03
H -1.787 -2.401 -8.102 0.10 0.24 0.12
H -0.992 -2.709 -6.528 0.00 0.26 0.02
H -1.270 -4.619 -7.780 0.09 0.05 -0.17
C -3.808 -0.397 -9.946 0.00 0.25 0.12
O -2.824 -0.338 -8.921 0.05 0.01 0.11
H -3.756 -1.375 -10.425 0.07 0.06 0.10
H -4.803 -0.258 -9.515 -0.09 -0.05 -0.20
H -3.614 0.379 -10.691 -0.15 -0.09 -0.12
H -2.889 0.533 -8.514 0.09 -0.14 -0.03
C -5.823 2.695 8.561 0.20 0.11 -0.05
O -5.693 2.513 7.155 0.06 -0.02 -0.18
H -6.733 2.200 8.895 0.07 0.01 -0.13
H -4.964 2.255 9.072 -0.10 0.04 0.18
H -5.887 3.762 8.792 -0.04 -0.06 0.20
H -4.882 2.960 6.884 -0.10 -0.09 -0.02
C 1.744 -4.142 8.662 -0.15 0.28 -0.10
O 0.374 -3.844 8.875 -0.15 0.02 0.07
H 1.958 -5.131 9.067 -0.12 0.07 0.00
H 1.959 -4.138 7.590 0.22 -0.06 0.03
H 2.365 -3.401 9.171 0.21 -0.12 -0.06
H 0.215 -2.966 8.507 -0.01 -0.15 -0.02
```
Positions in Å, forces in eV/Å.

***

# 3
Density functional theory data (ωB97M-V with the def2-TZVPD basis set) for a cluster of 14 separate species, C16H60N6O14 in total in a non-equilibrium geometry.

Results
F_max = 0.135 hartree/bohr
total charge = 0
M = 560.68 g/mol
energy relative to the best compared isomer or geometry (same formula, charge and spin) = 0.0 kcal per mole
E_tot = -2027.32575 Eh

XYZ file:
```
96
Properties=species:S:1:pos:R:3:forces:R:3
C 24.171 -2.648 -6.055 -1.56 1.46 1.28
C 24.472 -1.322 -6.734 1.34 0.67 0.74
O 23.663 -0.290 -6.204 0.06 -1.21 0.79
H 24.268 -2.517 -4.935 -0.34 -0.16 -1.22
H 24.902 -3.321 -6.345 1.33 -1.65 -0.61
H 23.141 -3.054 -6.302 1.10 0.54 0.47
H 24.343 -1.321 -7.792 -0.39 -0.55 -1.16
H 25.558 -1.004 -6.682 -0.86 -0.76 0.59
H 23.795 0.404 -6.834 -0.59 1.42 -0.73
C 20.846 2.076 -6.256 1.07 1.71 -0.12
C 19.557 2.720 -6.801 3.18 -0.47 1.62
O 19.586 2.780 -8.183 -2.83 -1.58 -1.03
H 21.071 1.088 -6.568 -0.25 -1.10 -0.41
H 21.055 2.136 -5.190 -0.81 0.00 0.29
H 21.683 2.673 -6.635 -0.01 -0.04 -0.22
H 19.536 3.696 -6.433 -0.30 1.72 0.91
H 18.788 2.162 -6.376 -2.06 -0.87 -0.23
H 20.378 3.133 -8.512 1.99 0.80 -0.29
C 22.025 -2.223 -9.363 -2.68 2.04 -6.05
O 21.608 -1.848 -10.659 1.91 -2.08 5.80
N 21.820 -1.440 -8.351 -1.41 2.59 1.77
N 22.538 -3.384 -9.088 1.49 -3.05 -3.10
H 20.960 -0.818 -8.447 1.36 -0.40 0.80
H 22.389 -1.409 -7.485 -0.97 -0.05 -0.86
H 22.815 -3.961 -9.894 -0.22 0.52 0.75
H 22.896 -3.653 -8.220 0.30 -0.09 1.35
C 22.518 1.839 -9.319 3.87 -2.01 4.37
O 23.276 1.471 -8.244 -2.81 1.66 -4.17
N 22.439 3.092 -9.700 0.25 2.96 0.41
N 21.942 0.962 -10.079 -1.19 -2.36 -1.05
H 22.958 3.799 -9.121 -0.58 -0.53 -0.74
H 21.897 3.401 -10.516 0.04 -0.19 0.56
H 21.974 -0.015 -9.817 0.25 0.21 -0.18
H 21.426 1.083 -10.952 0.23 0.62 0.30
C 21.275 6.849 -6.928 2.31 -4.08 3.20
O 21.525 5.794 -6.060 -1.73 5.13 -4.08
N 21.997 6.981 -8.049 -0.13 -0.53 -0.62
N 20.451 7.865 -6.653 -1.73 0.55 2.14
H 22.590 6.181 -8.262 0.05 0.26 0.11
H 21.889 7.680 -8.782 -0.15 -0.10 0.65
H 20.047 7.883 -5.691 0.47 -0.07 -1.58
H 20.179 8.598 -7.310 0.42 -0.63 0.40
C 21.952 6.715 -11.216 2.27 -0.50 -0.40
O 22.448 7.974 -10.841 -0.52 1.34 0.30
H 22.462 6.017 -10.564 -0.15 -0.78 -0.11
H 22.268 6.527 -12.251 -0.54 -0.27 0.14
H 20.918 6.596 -11.066 -1.32 0.34 0.07
H 23.253 8.149 -11.329 0.08 0.04 0.03
C 26.446 3.593 -9.920 0.85 -1.40 -2.25
O 26.303 4.921 -9.528 0.38 1.66 0.45
H 25.510 2.992 -9.914 0.42 0.82 0.42
H 27.199 3.122 -9.301 -0.05 -0.33 0.05
H 26.812 3.532 -11.005 -0.44 0.03 1.30
H 27.195 5.328 -9.423 -1.20 -0.53 -0.13
C 24.808 -0.178 -10.836 0.78 -0.60 0.98
O 25.940 -0.652 -11.567 0.00 0.15 -0.36
H 24.142 0.471 -11.370 -0.09 0.35 -0.62
H 25.226 0.396 -9.979 -0.43 -0.49 -0.46
H 24.225 -1.042 -10.483 0.01 0.34 0.18
H 25.656 -1.162 -12.338 -0.09 0.22 0.29
C 19.462 3.505 -11.306 -2.49 -0.75 -0.01
O 20.672 3.992 -11.724 1.95 0.62 -1.53
H 18.668 3.873 -11.960 -0.15 -0.13 0.01
H 19.276 3.922 -10.346 -0.45 0.06 1.05
H 19.330 2.398 -11.255 0.70 0.68 -0.17
H 20.549 4.520 -12.529 0.28 -0.50 0.42
C 19.023 -0.330 -9.648 -2.22 0.07 -0.70
O 19.446 -0.027 -8.344 0.45 -0.16 0.56
H 19.114 -1.364 -10.048 0.31 0.35 1.33
H 19.508 0.247 -10.383 0.97 0.90 -0.82
H 17.965 -0.040 -9.743 -0.03 -0.29 0.00
H 19.449 0.956 -8.191 0.04 -0.90 -0.81
C 24.211 4.411 -7.123 0.98 0.81 1.77
O 23.805 5.026 -8.341 0.53 0.03 -0.56
H 23.418 4.295 -6.365 -0.19 0.59 -0.87
H 24.991 5.062 -6.654 -0.49 -0.65 -0.27
H 24.585 3.420 -7.270 0.45 -0.57 -0.45
H 24.620 5.305 -8.832 -0.51 -0.50 0.56
C 24.156 4.346 -12.271 -0.51 1.23 2.12
O 24.082 2.992 -12.057 1.21 -1.81 -1.67
H 23.269 4.701 -12.744 -0.67 0.48 -0.70
H 25.018 4.786 -12.735 0.71 -0.69 -0.62
H 24.166 4.744 -11.249 -0.01 0.91 -0.17
H 23.446 2.885 -11.362 -0.34 -0.34 0.65
C 21.876 0.027 -13.215 0.54 -0.85 0.14
O 20.680 0.631 -12.786 -1.56 -0.35 0.33
H 22.346 -0.635 -12.487 -0.47 -0.14 0.40
H 22.564 0.837 -13.317 0.52 0.58 -0.62
H 21.774 -0.572 -14.120 -0.13 0.35 -0.29
H 19.924 -0.001 -12.755 1.15 0.45 -0.02
C 26.958 1.350 -7.578 0.40 -1.98 -0.48
O 27.791 2.261 -6.961 0.29 1.42 0.83
H 25.916 1.594 -7.722 -0.38 0.59 0.20
H 27.041 0.433 -7.004 -0.36 -0.27 0.17
H 27.388 1.101 -8.538 -0.21 -0.28 -0.58
H 28.345 2.631 -7.641 0.33 0.36 0.01
```
Positions in Å, forces in eV/Å.

***

Calculated values (eV) of frontier orbital gap for the records, taken in order: 8.84 4.81 9.16.